27
Properties=species:S:1:pos:R:3 method="wB97M-V/def2-TZVPD" multiplicity=3 homo_ev="-7.528 / -8.576" e_lumo_ha="-0.0339 / -0.0402" energy_ha=-1581.302260 orbital_gap_ev="6.606 / 7.483" relative_energy_kj_mol=0.00
Mo -0.3444 0.3196 0.1151
Cl 4.0759 -1.0661 3.1900
Cl 3.6373 -3.0008 0.9417
O 2.6791 0.2430 0.0874
O 1.4586 -0.8721 1.6946
N -1.8946 0.0079 1.0936
C -1.6483 1.9395 -0.9686
C 2.4655 -0.5473 1.0228
C -0.7779 2.6404 -0.1074
C -0.6116 -1.7912 -0.4200
C 0.5761 1.5220 -1.5774
C -0.8435 1.2314 -1.9123
C 3.8619 -1.2780 1.4280
C -1.8814 -1.2773 0.1087
C -3.2565 -1.5180 -0.1244
C 0.6245 2.3255 -0.4986
H -1.0871 3.3384 0.7156
H -2.7145 1.9991 -0.9830
H 0.0471 -2.3056 0.2931
H 4.6337 -0.8629 0.9071
H -0.6780 -2.1120 -1.4591
H -2.5791 -0.1230 1.8603
H 1.4758 2.7096 0.0393
H -3.4052 -2.3873 -0.7454
H -4.0152 -0.8734 0.2305
H -1.2047 0.6404 -2.7685
H 1.4067 1.0985 -2.1632

***

24
Properties=species:S:1:pos:R:3 method="wB97M-V/def2-TZVPD" multiplicity=1 homo_ev="-7.882 / -7.821" e_lumo_ha="-0.0050 / 0.0008" energy_ha=-1649.230042 orbital_gap_ev="7.746 / 7.843" relative_energy_kj_mol=271.88
Cl 3.5956 1.6673 -0.6357
Cl 2.0666 -2.3406 -0.6429
P 0.8506 1.6730 0.2610
C -3.0682 -0.4609 -1.2625
C 1.2311 -0.8905 1.5405
C -0.6334 0.0417 -1.5378
C 2.2884 -1.1619 0.6026
C -1.8291 -0.7493 -1.8071
C -0.7155 0.8330 -0.3883
C -3.0378 0.4391 -0.1951
C 2.0957 0.9148 -0.6927
C -1.9206 1.0506 0.2838
C 1.0486 0.5761 1.7500
H 1.5828 -1.3827 2.4873
H -3.8739 -1.0195 -1.6308
H -1.9108 -1.2786 -2.7189
H 0.3291 -0.4378 -1.8090
H 0.3447 -1.4371 1.2220
H 2.1016 0.7492 1.9939
H 0.3138 1.1661 2.4162
H 1.7634 0.6673 -1.7089
H -3.8886 0.5760 0.4015
H -2.0074 1.7728 1.0343
H 3.2733 -0.9681 1.0365

***

30
Properties=species:S:1:pos:R:3 method="wB97M-V/def2-TZVPD" multiplicity=8 charge=-1 homo_ev="-3.648 / -3.645" e_lumo_ha="0.0694 / 0.0694" energy_ha=-3165.480684 orbital_gap_ev="5.536 / 5.534"
Tm -0.5056 -0.1540 0.0268
Sm 0.3480 -0.3029 -3.6865
Cl 1.4030 -2.2961 -2.5438
F 1.4923 0.1170 6.3412
F 1.0004 -0.9508 1.6294
F 0.0550 2.4220 6.0156
F 2.0698 -1.5214 4.2164
F -0.8736 3.0890 3.4848
O -0.6943 1.2065 1.4638
C -1.2005 0.9714 -1.7769
C -0.1683 1.9599 3.6806
C 1.3447 -0.4037 4.0099
C 1.0672 0.4455 5.0992
C 0.3303 1.6145 4.9359
C -0.0062 1.0558 2.6070
C 2.3966 0.9521 -3.9013
C 0.8058 -0.0576 2.7887
C -0.9403 -1.6454 -5.2099
C -2.2242 -1.5464 0.6477
H -1.8014 0.6983 -2.7236
H -1.9311 -1.6705 -4.7029
H -1.0028 2.0436 -1.8718
H -1.0675 -1.3941 -6.2797
H 2.2949 1.6709 -3.0500
H -2.3054 -1.5378 1.7407
H -3.2179 -1.2541 0.2769
H 3.2093 0.2492 -3.6279
H 2.6832 1.4912 -4.8286
H -0.5121 -2.6618 -5.1204
H -2.0494 -2.5905 0.3585